The following is a DFT calculation (ωB97M-V/def2-TZVPD) of a 17-piece molecular cluster, C92H81BN15O31S overall at a distorted geometry.

Summary:
Spin multiplicity: 1
Total charge: -1
Largest force on an atom, eV/A: 3.5
HOMO-LUMO gap, hartree: 0.2727

Last column: Mulliken charge in e.
Element x y z (Å)
O  14.42  13.95  20.48  -0.122
C  14.45  15.10  20.18  0.611
O  15.51  15.85  20.10  -0.255
B  15.09  17.28  19.84  -0.336
O  13.67  17.24  19.65  -0.051
C  13.23  16.00  20.03  0.035
O  12.07  15.69  20.19  -0.534
O  15.73  17.88  18.57  -0.359
C  16.55  18.81  19.05  0.225
O  17.34  19.44  18.44  -0.548
C  16.47  18.88  20.58  1.267
O  15.68  18.00  21.02  -0.217
O  17.02  19.72  21.26  -0.743
C  10.86  11.95  21.60  -0.373
S  12.16  10.92  22.48  0.680
O  12.35  9.63  21.73  -0.695
C  11.28  10.29  24.08  -1.210
H  11.16  12.20  20.57  -0.038
H  10.96  12.85  22.16  -0.005
H  9.91  11.45  21.77  0.535
H  12.03  9.94  24.76  0.353
H  10.77  9.46  23.56  0.454
H  10.64  11.06  24.50  0.313
C  14.57  23.11  23.38  -0.401
C  14.50  23.25  24.76  -0.982
C  15.03  22.32  25.61  -0.637
C  15.73  21.27  25.04  0.107
C  15.74  21.05  23.70  -0.512
C  15.10  21.94  22.88  0.214
N  16.47  20.39  25.89  1.192
O  16.51  20.62  27.08  -0.681
O  16.99  19.41  25.41  -0.598
H  14.13  23.82  22.66  0.462
H  14.04  24.11  25.17  0.429
H  14.91  22.29  26.69  0.557
H  16.25  20.18  23.22  0.658
H  15.10  21.64  21.83  0.267
C  16.06  15.69  24.06  -0.637
C  15.51  16.13  25.28  -0.487
C  14.37  15.57  25.75  -1.145
C  13.70  14.67  24.86  0.063
C  14.15  14.21  23.69  -0.266
C  15.40  14.71  23.26  1.058
N  12.42  14.04  25.39  1.183
O  12.08  12.99  24.88  -0.611
O  11.85  14.61  26.26  -0.646
H  16.94  16.15  23.70  0.424
H  16.01  16.96  25.70  0.556
H  14.03  15.67  26.78  0.417
H  13.67  13.43  23.10  0.246
H  15.80  14.37  22.31  -0.143
C  21.04  19.60  17.65  -0.414
C  22.30  19.93  17.20  -0.608
C  23.16  20.66  18.00  -0.665
C  22.62  21.17  19.16  0.365
C  21.32  21.04  19.55  -0.562
C  20.48  20.22  18.83  -0.649
N  23.46  22.01  19.94  0.967
O  23.26  22.09  21.12  -0.588
O  24.34  22.60  19.33  -0.597
H  20.42  18.96  17.03  0.645
H  22.69  19.63  16.22  0.457
H  24.22  20.86  17.73  0.400
H  21.08  21.52  20.53  0.399
H  19.52  19.97  19.17  0.881
C  11.77  16.79  16.10  -0.551
C  10.97  16.25  15.08  -0.612
C  11.55  15.42  14.10  -0.853
C  12.82  14.96  14.32  -0.432
C  13.65  15.48  15.31  -0.119
C  13.08  16.33  16.24  1.441
N  13.34  13.89  13.39  1.310
O  12.53  13.41  12.63  -0.654
O  14.55  13.64  13.46  -0.636
H  11.36  17.55  16.81  0.161
H  9.95  16.72  15.02  0.367
H  10.95  15.11  13.27  0.592
H  14.67  15.12  15.55  0.327
H  13.66  16.67  17.10  -0.285
C  18.77  15.80  21.51  1.114
C  19.27  16.84  22.32  -0.996
C  20.36  16.53  23.13  -0.659
C  20.90  15.29  23.19  -0.709
C  20.36  14.26  22.49  -0.646
C  19.24  14.52  21.63  0.692
N  21.96  15.12  24.22  1.057
O  22.32  13.99  24.46  -0.624
O  22.47  16.10  24.73  -0.633
H  17.90  15.96  20.89  0.120
H  18.76  17.82  22.47  0.418
H  20.76  17.24  23.75  0.717
H  20.72  13.23  22.50  0.508
H  18.73  13.73  21.08  -0.233
C  11.92  20.83  20.40  -0.293
C  11.84  20.55  19.04  0.580
C  10.94  21.25  18.27  -0.541
C  10.20  22.22  18.90  -0.590
C  10.32  22.62  20.19  -0.997
C  11.24  21.93  20.93  -0.642
N  9.11  22.80  18.06  1.208
O  8.42  23.58  18.64  -0.705
O  8.94  22.44  16.92  -0.640
H  12.52  20.22  21.09  0.212
H  12.43  19.71  18.73  0.300
H  10.81  20.99  17.23  0.780
H  9.82  23.48  20.54  0.673
H  11.32  22.17  21.97  0.664
C  16.48  11.90  21.46  -0.707
C  16.82  11.98  20.11  -0.469
C  18.05  11.64  19.66  -0.361
C  18.96  11.20  20.61  -0.130
C  18.58  10.94  21.93  -0.319
C  17.33  11.32  22.38  -0.691
N  20.37  10.95  20.23  1.159
O  21.18  10.61  21.10  -0.640
O  20.70  11.21  19.09  -0.622
H  15.50  12.25  21.76  0.774
H  16.08  12.33  19.39  0.362
H  18.29  11.81  18.65  0.803
H  19.39  10.71  22.63  0.463
H  17.12  11.30  23.48  0.406
C  13.28  11.84  16.01  -0.601
C  12.19  11.61  15.21  -0.648
C  10.93  12.08  15.59  -0.641
C  10.85  12.78  16.73  -0.186
C  11.92  13.12  17.51  0.694
C  13.14  12.56  17.20  -0.656
N  9.59  13.55  17.04  1.099
O  8.83  13.74  16.10  -0.612
O  9.46  13.98  18.18  -0.594
H  14.20  11.32  15.85  0.526
H  12.37  10.98  14.33  0.359
H  10.08  11.98  14.97  0.574
H  11.83  13.77  18.44  -0.021
H  13.96  12.74  17.93  0.575
C  13.54  18.54  24.13  -0.004
C  12.72  18.78  25.20  -0.880
C  11.51  18.14  25.29  -0.935
C  11.10  17.27  24.30  -0.573
C  11.91  16.97  23.24  -0.812
C  13.08  17.71  23.15  2.794
N  9.71  16.63  24.52  1.224
O  9.13  16.85  25.56  -0.683
O  9.36  16.03  23.57  -0.621
H  14.53  19.06  24.08  -0.179
H  13.03  19.44  25.99  0.587
H  10.84  18.41  26.09  0.539
H  11.61  16.30  22.44  0.427
H  13.86  17.45  22.44  -0.914
C  21.05  15.55  18.70  -1.527
C  19.96  16.42  18.73  -0.061
C  18.78  16.01  18.14  0.748
C  18.76  14.82  17.51  -0.693
C  19.83  13.95  17.48  -0.435
C  21.02  14.36  18.01  -1.088
N  17.53  14.36  16.93  0.991
O  17.44  13.18  16.64  -0.722
O  16.61  15.18  16.81  -0.158
H  21.85  15.87  19.34  0.602
H  19.98  17.36  19.26  1.136
H  17.91  16.65  18.09  -0.098
H  19.70  13.00  16.99  0.551
H  21.91  13.73  18.01  0.532
C  16.87  21.94  15.27  0.035
C  17.91  22.67  15.88  -0.654
C  19.04  23.00  15.15  -0.560
C  19.06  22.60  13.84  0.173
C  18.05  21.92  13.22  -0.606
C  16.91  21.55  13.95  -0.092
N  20.24  22.94  13.07  1.006
O  20.48  22.27  12.08  -0.621
O  20.87  23.95  13.41  -0.605
H  16.07  21.64  15.95  0.082
H  17.79  22.81  16.91  0.659
H  19.92  23.37  15.68  0.454
H  18.12  21.69  12.13  0.366
H  16.17  20.95  13.43  0.334
N  21.40  18.51  13.99  -0.510
C  20.44  18.99  13.13  -0.348
C  19.19  18.42  12.99  -0.635
C  18.89  17.40  13.82  -0.139
C  19.83  16.91  14.74  0.008
C  21.09  17.45  14.73  -0.416
H  20.83  19.81  12.52  0.446
H  18.58  18.74  12.15  0.458
H  17.97  16.80  13.78  0.466
H  19.51  16.09  15.46  0.262
H  21.92  17.05  15.32  0.402
N  14.18  24.38  19.93  -0.637
C  15.40  24.46  20.48  -0.802
C  16.36  23.49  20.33  -0.946
C  16.13  22.37  19.49  -0.066
C  14.86  22.29  18.93  0.647
C  14.00  23.34  19.09  -0.707
H  15.61  25.26  21.17  0.486
H  17.36  23.55  20.66  0.543
H  16.84  21.56  19.48  0.568
H  14.57  21.40  18.35  0.292
H  13.07  23.25  18.59  0.606
N  7.73  19.48  18.22  -0.558
C  8.17  18.48  17.42  -0.625
C  8.83  17.30  17.82  0.078
C  9.03  17.14  19.17  0.339
C  8.62  18.14  20.06  -0.673
C  8.02  19.32  19.55  -0.331
H  8.07  18.61  16.32  0.307
H  9.02  16.48  17.11  0.430
H  9.54  16.29  19.63  0.404
H  8.77  18.14  21.16  0.304
H  7.85  20.16  20.27  0.373
N  13.93  20.17  16.01  1.136
C  14.29  19.20  15.22  -0.099
C  14.01  19.12  13.85  -1.252
C  13.27  20.12  13.25  -0.566
C  12.81  21.20  14.08  -0.935
C  13.17  21.19  15.42  -0.403
H  14.79  18.34  15.66  0.599
H  14.22  18.20  13.30  0.456
H  13.04  20.14  12.18  0.431
H  12.12  21.97  13.69  0.455
H  12.86  22.10  15.94  0.243